<1>
Below is a cluster of 2 separate species, C4H7N3O in total, with properties calculated with ωB97M-V/def2-TZVPD.

Computed properties:
- E_HOMO (eV) = -9.0
- HOMO-LUMO gap (eV) = 9.6

Last column: Löwdin charge in e.
Geometry (Å):
O: -0.776 -0.977 -0.272  0.005
N: 1.403 -1.593 0.399  -0.072
N: 2.084 1.163 -0.011  0.148
N: 0.705 -0.684 -0.558  -0.085
C: -1.217 0.255 -0.063  -0.442
C: -2.627 0.008 0.209  -0.005
C: -0.450 1.324 0.069  0.057
C: 0.938 0.723 -0.072  -0.429
H: 2.723 -1.766 0.023  0.231
H: -0.487 2.376 0.256  0.108
H: -2.977 -0.180 -0.898  0.147
H: 1.280 -1.030 1.492  0.157
H: -2.918 0.963 0.579  0.075
H: -3.041 -0.672 0.851  0.059
H: 2.414 2.068 0.202  0.045

---

<2>
Below is the molecule C4H7N3O, with properties calculated with ωB97M-V/def2-TZVPD.

Computed properties:
- E_HOMO (eV) = -9.4
- HOMO-LUMO gap (eV) = 8.7

Last column: Löwdin charge in e.
Geometry (Å):
O: 2.904 -1.053 -1.886  0.004
N: 0.499 -1.961 -0.688  0.132
N: -1.855 -0.512 0.379  0.116
N: 0.216 0.389 -0.152  0.082
C: -1.187 1.850 1.073  -0.069
C: 0.776 -0.645 -0.646  -0.434
C: -0.991 0.502 0.474  -0.546
C: 2.095 -0.313 -1.239  -0.152
H: -2.597 -0.253 1.034  0.029
H: -0.509 1.579 2.176  0.175
H: 2.295 0.838 -0.870  0.162
H: -2.296 2.028 1.045  0.071
H: -0.140 -2.541 -0.031  0.144
H: -0.588 2.654 0.394  0.118
H: 1.378 -2.562 -1.064  0.165

---

<3>
Below is the molecule C4H7N3O, with properties calculated with ωB97M-V/def2-TZVPD.

Computed properties:
- E_HOMO (eV) = -9.1
- HOMO-LUMO gap (eV) = 8.1

Last column: Löwdin charge in e.
Geometry (Å):
O: 0.587 -1.105 0.145  -0.090
N: 0.267 1.153 -0.478  0.003
N: 0.073 0.607 -1.740  -0.077
N: 1.021 0.180 3.161  0.084
C: -1.288 1.372 -2.022  -0.093
C: 0.651 -1.809 1.493  -0.050
C: 0.725 0.730 1.845  0.031
C: 0.513 0.219 0.426  -0.425
H: -0.061 -0.407 -1.528  0.096
H: 0.555 -2.921 1.182  0.124
H: -2.180 1.017 -1.493  0.061
H: 1.586 -1.637 1.827  0.017
H: -0.111 -1.372 2.340  0.126
H: -1.398 1.442 -3.182  0.077
H: -0.940 2.532 -1.976  0.116

---

Q: Which of them is the least stable? A: <3>.

---

<1>
Below is a structure of composition C4H7N3O, with properties calculated with ωB97M-V/def2-TZVPD.

Computed properties:
- E_HOMO (eV) = -9.5
- HOMO-LUMO gap (eV) = 10.0

Last column: Löwdin charge in e.
Geometry (Å):
O: -0.697 1.592 -1.113  0.080
N: -0.049 -0.461 -0.046  -0.092
N: 2.319 -0.840 -0.008  0.051
N: -2.327 -0.456 0.657  0.083
C: -0.093 1.036 -0.173  -0.340
C: 0.975 1.591 0.826  -0.002
C: 1.049 -1.269 -0.165  -0.262
C: -1.364 -1.098 -0.012  -0.213
H: 1.844 1.504 0.142  0.085
H: 2.862 -1.628 -0.457  0.050
H: -1.279 -2.150 -0.869  0.191
H: 0.654 -2.378 -0.438  0.141
H: 1.068 1.011 1.799  0.111
H: 0.719 2.551 1.080  0.037
H: -3.304 -0.903 0.563  0.079

---

<2>
Below is the molecule C4H7N3O, with properties calculated with ωB97M-V/def2-TZVPD.

Computed properties:
- E_HOMO (eV) = -9.4
- HOMO-LUMO gap (eV) = 8.7

Last column: Löwdin charge in e.
Geometry (Å):
O: -2.075 -1.478 -0.288  -0.023
N: 0.726 1.089 -0.179  -0.042
N: -0.464 1.860 0.232  0.112
N: 2.387 -0.623 -0.529  0.100
C: -1.388 -0.423 -0.486  -0.203
C: 0.650 -1.109 0.974  -0.059
C: -1.444 1.060 0.107  -0.081
C: 1.355 -0.070 0.110  -0.543
H: -0.411 -0.526 -1.211  0.167
H: -2.281 1.474 0.410  0.055
H: 1.222 -2.160 0.913  0.133
H: 0.610 -0.587 2.042  0.120
H: 1.440 1.924 -0.114  0.183
H: -0.479 -1.230 0.588  0.048
H: 2.924 -0.095 -1.220  0.035

---

Q: Which of them is the least stable? A: <2>.

---

<1>
Below is the molecule C4H7N3O, with properties calculated with ωB97M-V/def2-TZVPD.

Computed properties:
- E_HOMO (eV) = -9.3
- HOMO-LUMO gap (eV) = 10.2

Last column: Löwdin charge in e.
Geometry (Å):
O: -0.284 0.391 0.412  -0.107
N: -1.021 0.248 1.630  0.051
N: 0.179 2.084 -1.175  0.021
N: 0.825 0.972 -1.799  -0.067
C: -0.991 -0.958 2.012  -0.167
C: -0.332 1.657 -0.071  -0.215
C: 1.628 1.299 -2.750  -0.032
C: -0.460 -2.239 1.246  -0.049
H: 1.589 2.313 -3.144  0.065
H: -0.913 2.311 0.516  0.103
H: -0.167 -2.071 0.141  0.099
H: -1.423 -1.008 3.024  0.115
H: 0.405 -2.471 1.885  0.066
H: -1.212 -3.067 1.309  0.074
H: 2.177 0.540 -3.235  0.043

---

<2>
Below is the molecule C4H7N3O, with properties calculated with ωB97M-V/def2-TZVPD.

Computed properties:
- E_HOMO (eV) = -7.9
- HOMO-LUMO gap (eV) = 8.5

Last column: Löwdin charge in e.
Geometry (Å):
O: 0.037 -1.981 -0.195  -0.026
N: -0.498 2.726 0.250  0.148
N: 2.127 -0.305 -1.264  0.122
N: -1.041 -0.411 1.737  0.080
C: -0.257 -0.684 -0.635  -0.318
C: -0.657 0.230 0.541  -0.289
C: -0.689 1.526 0.372  -0.152
C: 0.917 0.021 -1.282  -0.200
H: -0.593 -0.043 2.565  0.089
H: -1.088 -0.791 -1.340  0.154
H: 2.342 -1.205 -0.841  0.043
H: -0.915 -1.413 1.653  0.074
H: -1.257 3.325 -0.064  0.067
H: 0.903 -1.969 0.246  0.098
H: 0.671 0.973 -1.744  0.110

---

Q: Which of them is the least stable? A: <1>.

---

<1>
Below is a cluster of 2 separate species, C4H8ClN in total, with properties calculated with ωB97M-V/def2-TZVPD.

Computed properties:
- E_HOMO (eV) = -8.9
- HOMO-LUMO gap (eV) = 9.0

Last column: Löwdin charge in e.
Geometry (Å):
Cl: -0.015 -2.005 -2.018  0.158
N: -1.110 -0.368 -2.446  -0.269
C: -0.777 0.710 -2.634  -0.002
C: 0.806 0.024 0.884  -0.220
C: 1.542 -0.625 1.774  -0.026
C: -0.622 0.659 1.332  -0.102
H: -0.516 1.778 1.394  0.067
H: -1.439 0.438 0.621  0.038
H: 0.118 1.367 -2.721  0.101
H: 1.199 -0.596 2.715  0.005
H: 2.565 -0.945 1.508  0.069
H: 1.115 0.234 -0.132  0.049
H: -1.917 -0.905 -2.609  0.056
H: -0.949 0.232 2.332  0.075

---

<2>
Below is a cluster of 2 separate species, C4H8ClN in total, with properties calculated with ωB97M-V/def2-TZVPD.

Computed properties:
- E_HOMO (spin up / spin down) (eV) = -7.7 / -8.7
- HOMO-LUMO gap (spin up / spin down) (eV) = 7.3 / 8.9

Last column: Löwdin charge in e.
Geometry (Å):
Cl: -2.996 0.075 -0.067  0.454
N: -1.845 -1.149 0.121  -0.459
C: 0.267 0.147 0.075  -0.295
C: 1.169 -0.711 -0.788  -0.084
C: -0.224 1.468 0.201  -0.143
C: 1.219 -0.737 0.722  -0.105
H: 1.870 -0.185 -1.342  0.072
H: 1.064 -1.572 1.420  0.116
H: -1.838 -1.720 -0.726  -0.036
H: 0.528 -1.200 -1.474  0.084
H: 0.646 2.310 0.299  0.149
H: 1.943 -0.013 1.098  0.113
H: -0.895 1.533 1.097  0.074
H: -0.907 1.754 -0.635  0.059

---

<3>
Below is a structure of composition C4H8ClN, with properties calculated with ωB97M-V/def2-TZVPD.

Computed properties:
- E_HOMO (eV) = -9.4
- HOMO-LUMO gap (eV) = 10.3

Last column: Löwdin charge in e.
Geometry (Å):
Cl: -3.633 -0.473 0.024  0.499
N: -2.547 0.846 -0.097  -0.431
C: -0.520 1.947 -0.102  -0.115
C: 0.162 -1.714 -0.340  -0.148
C: 0.169 -0.587 0.652  -0.081
C: -1.271 0.674 0.141  -0.292
H: 0.733 -2.555 0.056  0.072
H: -0.850 -2.065 -0.528  0.059
H: 0.101 1.816 -0.988  0.080
H: 0.602 -1.408 -1.287  0.073
H: 0.131 2.197 0.731  0.071
H: -0.113 -0.877 1.656  0.077
H: 1.028 0.059 0.616  0.065
H: -1.223 2.758 -0.279  0.071

---

Q: Which of them is the least stable? A: <2>.

---

<1>
Below is a cluster of 2 separate species, C4H8ClN in total, with properties calculated with ωB97M-V/def2-TZVPD.

Computed properties:
- E_HOMO (spin up / spin down) (eV) = -8.0 / -8.0
- HOMO-LUMO gap (spin up / spin down) (eV) = 8.5 / 8.5

Last column: Löwdin charge in e.
Geometry (Å):
Cl: -1.301 0.279 2.057  0.648
N: 0.504 2.961 -0.695  0.044
C: -0.432 -0.128 0.602  -0.795
C: 0.897 -0.764 0.868  -0.162
C: 0.310 1.990 0.090  -0.110
C: -1.291 -0.693 -0.496  -0.136
H: -0.768 -1.514 -0.983  0.075
H: 0.637 2.136 1.111  0.030
H: 1.361 -1.032 -0.077  0.081
H: -1.529 0.051 -1.254  0.073
H: 0.229 2.897 -1.671  0.037
H: -2.236 -1.051 -0.097  0.063
H: 0.788 -1.662 1.484  0.084
H: 1.562 -0.079 1.390  0.067

---

<2>
Below is the molecule C4H8ClN, with properties calculated with ωB97M-V/def2-TZVPD.

Computed properties:
- E_HOMO (eV) = -9.8
- HOMO-LUMO gap (eV) = 10.7

Last column: Löwdin charge in e.
Geometry (Å):
Cl: -2.184 -0.008 -0.560  0.554
N: 0.700 -2.115 0.265  0.094
C: -0.385 0.146 -0.125  -0.795
C: -0.101 -1.273 0.711  -0.244
C: -0.151 1.344 0.899  -0.082
C: 0.357 0.362 -1.403  -0.169
H: -0.560 2.289 0.547  0.080
H: -0.540 1.027 1.815  0.041
H: 0.686 -3.099 0.626  0.079
H: 0.935 1.392 0.894  0.082
H: 0.463 1.362 -1.732  0.053
H: 0.024 -0.313 -2.291  0.109
H: 1.472 0.164 -1.256  0.100
H: -0.715 -1.278 1.610  0.097

---

Q: Which of them is the least stable? A: <1>.

---

<1>
Below is a cluster of 2 separate species, C4H8ClN in total, with properties calculated with ωB97M-V/def2-TZVPD.

Computed properties:
- E_HOMO (spin up / spin down) (eV) = -7.1 / -6.9
- HOMO-LUMO gap (spin up / spin down) (eV) = 7.7 / 7.8

Last column: Löwdin charge in e.
Geometry (Å):
Cl: -1.801 -0.234 1.668  0.612
N: -0.403 0.737 -1.340  -0.093
C: -0.115 -0.168 1.760  -0.680
C: 0.676 -1.372 2.187  -0.162
C: 0.440 0.151 -0.721  -0.044
C: -0.697 1.387 -2.612  -0.089
H: 0.186 -1.813 2.960  0.033
H: -1.604 0.848 -2.852  0.076
H: 1.685 -1.134 2.234  0.060
H: 1.416 -0.455 -0.935  0.089
H: -0.792 2.328 -2.310  0.022
H: 0.498 -2.116 1.480  0.047
H: 0.115 1.157 -3.468  0.125
H: 0.396 0.684 1.949  0.004

---

<2>
Below is the molecule C4H8ClN, with properties calculated with ωB97M-V/def2-TZVPD.

Computed properties:
- E_HOMO (eV) = -8.7
- HOMO-LUMO gap (eV) = 9.6

Last column: Löwdin charge in e.
Geometry (Å):
Cl: -1.662 -0.058 -0.216  0.534
N: 0.479 1.871 0.102  -0.096
C: 0.586 -1.567 0.054  -0.194
C: 1.559 -0.416 -0.678  -0.107
C: -0.084 -0.483 0.783  -0.509
C: 1.003 0.563 0.368  -0.518
H: 2.661 -0.581 -0.518  0.105
H: -0.747 1.810 -0.150  0.086
H: -0.489 -0.346 1.814  0.109
H: 1.159 -2.420 0.579  0.135
H: 1.827 0.470 1.126  0.143
H: -0.079 -1.996 -0.631  0.046
H: 1.013 2.590 -0.716  0.161
H: 1.187 -0.213 -1.702  0.102

---

Q: Which of them is the least stable? A: <1>.